(1)
Below is C17H10ClF5IrN5OS as an isolated structure, with properties calculated with ωB97M-V/def2-TZVPD.

ORCA input file:
```
! wB97M-V def2-TZVPD RIJCOSX def2/J DEFGRID3
* xyz 1 6
F 0.1278 -0.6071 -3.8960
N -6.1496 -2.6364 -0.9424
H -1.2489 2.9454 -1.6718
N -2.6351 -0.0063 -0.4908
F 0.2419 -6.0522 -3.5075
N 2.4824 2.2153 1.0757
C 1.3198 0.4464 4.7727
C 0.5198 -4.0865 -4.7580
H 0.5187 2.8724 -1.2367
S 1.7757 -0.0092 -0.2413
H 0.2691 0.1604 4.7079
C -0.4680 2.4429 -1.1114
C 1.7503 1.1420 3.5246
C 1.9973 0.9791 1.1469
C 3.1371 4.3066 2.0450
C -3.7376 -0.2333 -0.2713
N -6.4354 1.1566 1.4434
Cl -0.9058 2.5736 0.6737
Ir -0.5376 0.4167 -0.8791
C 0.1605 -1.9191 -3.7966
C 0.2031 -4.7329 -3.5514
C 2.5951 2.9221 2.1980
C 2.2250 2.4231 3.4543
H 4.1168 4.2530 1.5695
H 1.9102 -0.4580 4.9271
N 1.6680 0.4625 2.3627
C -5.1097 -0.4954 0.0041
C -0.1682 -2.5269 -2.5254
F 0.7993 -2.1393 -6.0377
C -0.1312 -3.9807 -2.4669
O -0.4653 -1.8781 -1.5089
C 0.4954 -2.6832 -4.8732
H 1.4510 1.0986 5.6313
C -5.6940 -1.6644 -0.5182
H 2.3129 3.0215 4.3480
F 0.8453 -4.8027 -5.8030
H 2.4854 4.8697 1.3761
H 3.2198 4.8296 2.9941
C -5.8380 0.4125 0.7938
H 1.3257 -0.4913 2.3572
F -0.4292 -4.5470 -1.3185
*
```

Results
Kohn-Sham gap (spin up / spin down) = 0.2318 / 0.1911 hartree
Lowest unoccupied orbital energy (spin up / spin down) = -0.1164 / -0.2426 Eh
DFT total energy = -2464.40685 Eh
ΔE to the lowest compared entry with this formula, charge and spin = 0.315 eV
HOMO energy (spin up / spin down) = -9.476 / -11.803 eV



(2)
Below is C17H10ClIO2Pb as an isolated structure, with properties calculated with ωB97M-V/def2-TZVPD.

ORCA input file:
```
! wB97M-V def2-TZVPD RIJCOSX def2/J DEFGRID3
* xyz 0 1
C -6.0853 -16.9475 -8.2889
H -2.4300 -9.3411 -6.1521
C -5.4207 -16.6696 -9.4646
C -6.5005 -15.9480 -7.4820
H -4.5484 -13.1110 -10.3106
C -3.8784 -11.2195 -2.2201
C -3.0050 -10.1983 -4.2826
H -7.1463 -12.0109 -1.5039
C -6.2320 -11.7407 -2.0162
C -4.2740 -10.4177 -6.3021
H -4.8807 -11.7504 -0.3993
O -6.6455 -13.7139 -6.8972
C -3.1371 -9.9580 -5.6157
Cl -4.9737 -17.8755 -10.7217
C -4.9703 -11.6263 -1.4987
O -5.5293 -11.9452 -8.9990
H -4.3013 -10.2215 -7.3527
H -6.9958 -16.2960 -6.5583
C -5.2517 -11.1077 -5.6610
C -5.1471 -15.3447 -9.7726
I -8.3276 -11.7485 -4.0930
H -4.6932 -15.0436 -10.7555
C -5.1674 -13.0561 -9.4242
C -5.2335 -11.2488 -4.2307
C -6.3354 -11.6138 -3.3758
H -2.9002 -11.0875 -1.7606
H -2.1242 -9.8539 -3.7502
H -6.2517 -18.0003 -7.9963
C -6.2428 -14.5763 -7.7492
Pb -6.9103 -11.5393 -7.1104
C -5.5489 -14.3348 -8.9129
C -4.0203 -10.9347 -3.5646
*
```

Results
Kohn-Sham gap = 0.2866 hartree
Lowest unoccupied orbital energy = -0.0068 Eh
DFT total energy = -1755.00775 Eh
HOMO energy = -7.983 eV



(3)
Below is C17H10LaN2O3S5 as an isolated structure, with properties calculated with ωB97M-V/def2-TZVPD.

ORCA input file:
```
! wB97M-V def2-TZVPD RIJCOSX def2/J DEFGRID3
* xyz -1 1
O -2.1234 -0.2884 -0.9656
H 2.2628 -0.5289 6.2893
C -5.6084 -0.8404 -3.0934
H -5.6790 -0.4652 -4.1051
H -1.7818 -1.5266 5.3287
S 4.7159 3.4870 -5.0421
H -7.3752 -2.6089 -0.7881
O 0.8347 0.1188 2.0716
S 1.9788 -0.6066 -1.8926
H -4.5857 -1.9693 1.1977
C 3.6617 2.7600 -3.9583
H -7.5513 -1.7671 -3.1122
C -6.6564 -1.5693 -2.5345
O -5.4225 -2.2846 0.7798
C -5.4310 -1.8007 -0.4763
S 3.6125 1.0874 -3.6615
N -3.0653 -1.0997 0.9812
La -0.0270 0.1608 -0.0126
C 1.8114 2.2543 -2.1636
C -4.4755 -0.6104 -2.3393
H -3.6393 -0.0621 -2.7519
N -1.8071 -0.8053 1.5605
C -0.6018 -0.7668 3.7175
C 0.2120 -1.0758 5.9823
H 0.0334 -1.3836 7.0031
C -0.8034 -1.1545 5.0454
H -2.6841 -1.2647 3.3289
C 1.6821 -0.1972 4.2666
S 0.5126 2.7398 -1.0371
S 2.5179 3.6000 -3.0230
C -6.5715 -2.0444 -1.2423
H 2.6444 0.1830 3.9510
C 0.6588 -0.2662 3.3161
C -3.0955 -0.8034 -0.2946
C -4.3572 -1.0815 -1.0297
C 2.3379 1.0456 -2.4708
C -1.7648 -0.9482 2.8315
C 1.4539 -0.5962 5.5710
*
```

Results
Kohn-Sham gap = 0.2345 hartree
Lowest unoccupied orbital energy = 0.0708 Eh
DFT total energy = -3011.84911 Eh
HOMO energy = -4.455 eV



Look up the DFT total energy of the second one.
-1755.00775 Eh